Record 1
DFT (wB97M-V/def2-TZVPD) results for 3 unconnected molecules or ions with the total composition C11H18N5O5.

## Properties
HOMO level, eV: -12.6
Total charge: +1
LUMO level, eV: -5.042
Orbital gap, eV: 7.6

CARTESIAN COORDINATES (ANGSTROEM)
O (1.692, -3.445, -1.388)
C (0.838, -2.693, -1.780)
O (-0.263, -3.155, -2.442)
C (0.907, -1.170, -1.646)
C (2.060, -0.501, -1.272)
C (2.029, 0.848, -1.204)
N (0.922, 1.533, -1.479)
C (-0.215, 0.953, -1.858)
C (-1.390, 1.844, -2.198)
C (-2.705, 0.998, -2.259)
C (-3.852, 1.556, -1.362)
O (-2.993, 0.287, -1.103)
C (-0.226, -0.415, -1.938)
H (-1.050, -3.071, -1.885)
H (2.953, -1.080, -1.071)
H (2.933, 1.371, -0.918)
H (1.000, 2.543, -1.408)
H (-1.294, 2.283, -3.196)
H (-1.592, 2.608, -1.440)
H (-2.999, 0.577, -3.218)
H (-3.640, 1.957, -0.376)
H (-4.719, 0.946, -1.596)
H (-1.098, -0.964, -2.261)
C (-0.230, 2.300, 1.910)
O (-0.576, 3.373, 1.426)
N (-0.746, 1.119, 1.480)
N (0.697, 2.202, 2.904)
H (-0.487, 0.219, 1.831)
H (-1.430, 1.155, 0.751)
H (1.099, 3.055, 3.246)
H (0.984, 1.328, 3.307)
C (1.226, -2.085, 2.805)
O (0.144, -1.517, 2.758)
N (2.026, -2.076, 3.903)
N (1.697, -2.759, 1.721)
H (2.915, -2.537, 3.947)
H (1.694, -1.581, 4.710)
H (1.112, -2.763, 0.912)
H (2.576, -3.241, 1.687)

Record 2
DFT (wB97M-V/def2-TZVPD) results for a single C2H6N4O molecule.

## Properties
HOMO level, eV: -8.8
LUMO level, eV: 0.646
Orbital gap, eV: 9.5

CARTESIAN COORDINATES (ANGSTROEM)
C (0.958, -0.951, -0.423)
N (0.038, -0.682, 0.680)
N (0.614, 2.035, -0.011)
C (-1.666, -0.998, 0.596)
N (-0.780, 0.404, 0.589)
N (-0.640, 1.574, 0.196)
O (-2.319, -1.313, 1.543)
H (1.389, 1.405, -0.165)
H (0.622, 2.952, -0.422)
H (-1.830, -1.279, -0.452)
H (1.934, -0.466, -0.293)
H (0.557, -0.653, -1.401)
H (1.125, -2.028, -0.436)

Record 3
DFT (wB97M-V/def2-TZVPD) results for 2 unconnected molecules or ions with the total composition C5H13N3O2.

## Properties
HOMO level, eV: -8.4
SMILES string: CC(=O)N(C)N.CC(N)=O
LUMO level, eV: 0.773
Orbital gap, eV: 9.2

CARTESIAN COORDINATES (ANGSTROEM)
C (2.188, 0.538, 0.676)
C (1.003, 0.704, -0.237)
O (1.121, 1.163, -1.361)
N (-0.381, 0.683, 0.367)
C (-1.170, 1.904, 0.093)
N (-0.372, 0.365, 1.760)
H (2.249, -0.459, 1.103)
H (2.166, 1.271, 1.485)
H (3.097, 0.676, 0.089)
H (-2.226, 1.633, 0.075)
H (-1.003, 2.640, 0.880)
H (-0.938, 2.322, -0.882)
H (-1.287, 0.563, 2.165)
H (-0.370, -0.651, 1.843)
C (0.483, -1.984, -0.334)
C (-1.107, -0.983, -0.492)
N (-1.254, -0.609, -1.815)
O (-2.019, -1.498, 0.133)
H (1.511, -1.713, -0.570)
H (0.193, -2.757, -1.046)
H (0.511, -2.404, 0.674)
H (-1.971, -1.119, -2.311)
H (-0.424, -0.285, -2.295)

Record 4
DFT (wB97M-V/def2-TZVPD) results for a molecular structure, C2HCl2FN.

## Properties
HOMO level, eV: -15.3
Total charge: +1
LUMO level, eV: -6.617
Orbital gap, eV: 8.7

CARTESIAN COORDINATES (ANGSTROEM)
C (-0.052, 0.391, -0.833)
C (2.110, -1.732, -1.000)
N (0.985, -1.213, -0.660)
F (2.189, -2.838, -1.725)
Cl (3.573, -1.346, -0.376)
Cl (-0.552, -1.268, -1.319)
H (-0.284, 0.565, 0.225)